Record 1
Entry from the OMol25 dataset: the molecule C4H7NO3 at a distorted geometry (ωB97M-V/def2-TZVPD).

```
15
Properties=species:S:1:pos:R:3:mulliken_charge:R:1
C -1.439 0.524 0.740 -1.461
C -0.197 0.509 -0.115 1.077
O 0.060 1.760 -0.646 -0.578
C 1.146 -0.135 0.802 -0.642
O 1.791 -1.061 -0.091 -0.296
C 0.648 -1.515 -0.685 0.431
O 0.468 -2.665 -1.041 -0.563
N -0.185 -0.457 -1.105 -0.250
H -1.652 -0.476 1.125 0.332
H -1.324 1.233 1.564 0.348
H -2.298 0.858 0.146 0.379
H 0.725 1.649 -1.345 0.345
H 1.814 0.719 0.943 0.341
H 0.927 -0.585 1.772 0.296
H -0.484 -0.356 -2.063 0.242
```

multiplicity: 1
orbital gap: 10.50 eV
SMILES string: C[C@@]1(O)COC(=O)N1
HOMO energy: -9.97 eV



Record 2
Entry from the OMol25 dataset: the molecule C4H7NO3 at a distorted geometry (ωB97M-V/def2-TZVPD).

```
15
Properties=species:S:1:pos:R:3:mulliken_charge:R:1
N -1.991 0.924 -1.801 -0.370
C -0.747 0.468 -1.463 0.459
O 0.140 0.298 -2.279 -0.598
C -0.529 0.212 0.015 -0.537
C 0.641 -0.728 0.248 -0.564
C 1.227 -0.513 1.605 0.558
O 0.712 0.041 2.540 -0.568
O 2.472 -1.026 1.673 -0.443
H -2.274 1.111 -2.752 0.248
H -2.521 1.340 -1.047 0.207
H -0.240 1.202 0.396 0.335
H -1.409 -0.111 0.555 0.342
H 0.296 -1.760 0.165 0.284
H 1.456 -0.564 -0.444 0.303
H 2.768 -0.894 2.589 0.343
```

multiplicity: 1
orbital gap: 10.74 eV
SMILES string: NC(=O)CCC(=O)O
HOMO energy: -10.02 eV



Record 3
Entry from the OMol25 dataset: the molecule C4H7NO3 at a distorted geometry (ωB97M-V/def2-TZVPD).

```
15
Properties=species:S:1:pos:R:3:mulliken_charge:R:1
C -2.399 0.184 0.233 -0.637
O -1.269 0.843 -0.281 -0.341
C -0.068 -0.049 -0.966 0.526
N 0.667 0.673 -1.802 -0.375
C 0.348 -0.458 0.276 -0.584
C 1.755 -0.362 0.700 0.569
O 2.638 0.207 0.091 -0.640
O 2.005 -1.100 1.803 -0.446
H -2.708 -0.661 -0.395 0.291
H -3.209 0.922 0.300 0.261
H -2.242 -0.183 1.258 0.261
H 1.560 1.041 -1.482 0.188
H 0.265 1.008 -2.663 0.198
H -0.293 -1.027 0.931 0.383
H 2.953 -1.038 1.997 0.346
```

multiplicity: 1
orbital gap (spin up / spin down): 7.77 / 7.56 eV
SMILES string: CO/C(N)=C/C(=O)O
HOMO energy (spin up / spin down): -8.37 / -8.35 eV



Record 4
Entry from the OMol25 dataset: the molecule C4H7NO4 at a distorted geometry (ωB97M-V/def2-TZVPD).

```
16
Properties=species:S:1:pos:R:3:mulliken_charge:R:1
N 1.577 1.823 0.092 -0.717
C 0.710 0.669 0.304 0.141
C -0.578 0.887 -0.531 -0.647
C -1.696 0.132 0.093 0.569
O -1.789 -0.191 1.266 -0.579
O -2.681 -0.117 -0.791 -0.457
C 1.393 -0.659 0.023 0.421
O 2.575 -0.833 -0.207 -0.586
O 0.502 -1.692 -0.090 -0.406
H 2.424 1.719 0.646 0.285
H 1.932 1.840 -0.853 0.265
H 0.359 0.605 1.327 0.373
H -0.827 1.937 -0.386 0.336
H -0.419 0.749 -1.612 0.314
H -3.334 -0.632 -0.349 0.343
H 0.989 -2.492 -0.178 0.343
```

multiplicity: 1
orbital gap: 10.79 eV
SMILES string: N[C@@H](CC(=O)O)C(=O)O
HOMO energy: -10.17 eV



Record 5
Entry from the OMol25 dataset: a cluster of 2 separate species, C4H7NO4 in total at a distorted geometry (ωB97M-V/def2-TZVPD).

```
16
Properties=species:S:1:pos:R:3:mulliken_charge:R:1
C -0.082 1.108 -1.256 -0.973
C -0.035 0.398 0.125 0.270
C 0.844 1.298 1.195 -0.862
C 1.361 0.111 2.075 0.172
O 0.916 -0.168 3.184 -0.552
O 0.965 -0.582 0.539 -0.254
O -2.193 -2.549 -2.801 -0.272
N -2.029 -2.980 -1.658 0.564
O -2.651 -4.001 -1.176 -0.290
H 0.584 2.044 -1.269 0.316
H 0.249 0.338 -1.977 0.282
H -1.146 1.418 -1.445 0.281
H -1.093 0.176 0.487 0.320
H 1.631 1.684 0.535 0.305
H 0.418 2.113 1.757 0.399
H 2.259 -0.407 1.685 0.293
```

multiplicity: 1
orbital gap (spin up / spin down): 6.97 / 6.22 eV
HOMO energy (spin up / spin down): -9.21 / -9.36 eV



Record 6
Entry from the OMol25 dataset: a structure of composition C4H7NOS at a distorted geometry (ωB97M-V/def2-TZVPD).

```
14
Properties=species:S:1:pos:R:3:mulliken_charge:R:1
C -1.804 0.108 0.057 -1.028
C -0.314 -0.003 -0.106 0.648
C 0.580 -0.235 1.057 0.001
C 1.964 -0.407 0.801 -0.766
H -2.050 1.352 -0.064 0.242
H -2.548 -0.431 -0.656 0.312
H -1.979 -0.224 1.064 0.344
H 0.001 0.575 -3.112 0.335
H 0.252 0.423 1.893 0.363
H 2.978 0.538 0.957 0.290
H 2.104 -0.789 -0.413 0.250
N 0.362 0.288 -1.099 -0.337
O -0.445 0.607 -2.168 -0.459
S 0.899 -1.803 1.789 -0.194
```

multiplicity: 1
orbital gap: 9.09 eV
HOMO energy: -8.79 eV



Record 7
Entry from the OMol25 dataset: the molecule C4H7NOS at a distorted geometry (ωB97M-V/def2-TZVPD).

```
14
Properties=species:S:1:pos:R:3:mulliken_charge:R:1
O -2.316 -1.010 1.153 -0.565
S -1.087 -0.775 0.446 0.633
C 0.467 -0.697 1.328 -0.565
C 1.355 -0.220 0.283 -0.023
N 1.464 1.198 -0.035 -0.562
C 0.430 0.749 -0.950 -0.302
C -0.982 0.806 -0.586 -0.828
H -1.114 -1.670 -0.807 0.107
H 0.815 -1.825 1.346 0.158
H 2.164 -0.901 0.050 0.404
H 1.075 1.824 0.677 0.349
H 0.736 0.398 -1.896 0.437
H -1.317 1.458 0.282 0.285
H -1.690 0.665 -1.290 0.473
```

multiplicity: 1
orbital gap: 7.91 eV
SMILES string: O=[S@@H]1=C[C@@H]2N[C@@H]2C1
HOMO energy: -7.75 eV



Record 8
Entry from the OMol25 dataset: the molecule C4H7NOS at a distorted geometry (ωB97M-V/def2-TZVPD).

```
14
Properties=species:S:1:pos:R:3:mulliken_charge:R:1
O -1.204 -1.551 0.380 -0.538
C -0.577 -0.533 0.565 0.596
C 0.106 -0.290 1.850 -0.562
S 1.612 0.716 1.840 -0.194
N -0.486 0.539 -0.466 -0.295
C 0.573 0.546 -1.401 -0.161
C -0.662 -0.223 -1.657 -0.532
H 0.165 -1.398 2.041 0.353
H -0.625 0.177 2.508 0.280
H 0.866 1.814 1.855 0.144
H 0.779 1.524 -2.121 0.233
H 1.395 -0.217 -1.109 0.211
H -0.854 -1.288 -1.688 0.234
H -1.086 0.183 -2.597 0.231
```

multiplicity: 1
orbital gap: 10.14 eV
SMILES string: O=C(CS)N1CC1
HOMO energy: -9.45 eV



no.,energy (eV)
1,-11893.3259
2,-11895.1900
3,-11890.7373
4,-13942.4432
5,-13932.3535
6,-18628.7381
7,-18627.9762
8,-18631.2742